Entry from the OMol25 dataset: C28H32ClF6N14O3PS2Ti as an isolated structure (the ωB97M-V functional and the def2-TZVPD basis).

```
88
Properties=species:S:1:pos:R:3
Ti 1.7918 -1.1244 -1.2093
N 1.2576 -0.5048 2.1860
C 1.6711 0.5567 1.4186
N 1.9196 1.7662 1.8889
N 2.2193 2.4954 0.7984
N 2.1590 1.7777 -0.2690
N 1.8116 0.5138 0.0913
C 0.6131 -1.5922 1.6469
N -0.2157 -2.3846 2.2978
N -0.7044 -3.2159 1.3440
N -0.2131 -2.9373 0.1942
N 0.6735 -1.9156 0.3482
H 1.4734 -0.4942 3.1718
O 5.5703 -1.4943 4.1324
S 4.2682 -1.4674 3.5316
O 3.2013 -0.8287 4.2540
N 4.3671 -0.8388 1.9952
C 4.1089 -1.7368 1.1062
S 4.2035 -1.3945 -0.5986
C 3.7977 -3.1026 1.6416
C 3.5516 -4.2767 0.9561
C 3.2710 -5.4204 1.6959
C 3.2535 -5.3921 3.0856
C 3.5347 -4.2189 3.7760
C 3.8019 -3.0963 3.0241
H 3.5734 -4.2940 -0.1236
H 3.0571 -6.3469 1.1789
H 3.0223 -6.2951 3.6362
H 3.5401 -4.1850 4.8574
F 1.0206 -2.1712 -3.1098
P 1.9023 -3.6036 -3.2506
F 3.2080 -2.6802 -3.4701
F 1.6435 -3.6134 -4.8247
F 2.7857 -4.9199 -3.2536
F 2.1030 -3.4116 -1.6098
F 0.5673 -4.4146 -2.9844
C 2.8063 2.0079 -5.7579
C 3.4938 0.7479 -5.2236
C 3.0196 0.3994 -3.8907
N 2.6504 0.1280 -2.8460
H 3.1716 2.2258 -6.7597
H 3.0147 2.8636 -5.1175
H 1.7272 1.8678 -5.8068
H 4.5744 0.8798 -5.1646
H 3.3025 -0.1143 -5.8635
C -5.4881 2.9393 0.2310
C -4.5129 2.1154 -0.6275
C -4.3069 0.7812 0.1010
C -5.1991 1.8477 -1.9721
C -3.1848 2.9328 -0.8410
O -3.5421 4.2845 -1.1996
C -2.2922 3.0188 0.4129
C -1.4326 1.8089 0.8499
C -1.4110 1.5880 2.3416
C -1.1019 2.6245 3.2175
C -1.0591 2.4144 4.5851
C -1.3212 1.1476 5.0819
Cl -1.2704 0.8806 6.8056
C -1.6126 0.0939 4.2360
C -1.6598 0.3258 2.8678
C -2.3651 2.5829 -2.1048
N -1.6677 1.3102 -2.1229
C -0.3912 1.1152 -1.8150
N -0.1359 -0.1754 -1.8063
C -1.3086 -0.7510 -2.1871
N -2.2706 0.1191 -2.3781
H -6.3440 2.3128 0.4859
H -5.8726 3.8076 -0.3076
H -5.0459 3.2673 1.1743
H -5.2711 0.2712 0.1692
H -3.9434 0.9264 1.1197
H -3.6295 0.1163 -0.4286
H -6.2065 1.4669 -1.7898
H -4.6621 1.1018 -2.5572
H -5.2899 2.7680 -2.5541
H -3.9689 4.6895 -0.4386
H -2.9476 3.2937 1.2440
H -1.6384 3.8797 0.2555
H -0.4019 1.9699 0.5282
H -1.7687 0.8856 0.3826
H -0.8619 3.6070 2.8269
H -0.8054 3.2177 5.2634
H -1.7830 -0.8991 4.6291
H -1.8641 -0.5086 2.2070
H -1.6008 3.3536 -2.1923
H -3.0045 2.6473 -2.9820
H 0.3128 1.8945 -1.5611
H -1.4389 -1.8173 -2.2738
```

The molar mass comes out at 905.08 u. For the gap between HOMO and LUMO (spin up / spin down), the calculation gives 7.47 / 7.58 eV. The calculation puts the total energy at -5125.51671 a.u. As for the HOMO energy (spin up / spin down): -5.733 / -5.784 eV. The charge is -1. Its largest force on an atom is 0.57 eV Å⁻¹. As for the multiplicity: 2.

Löwdin atomic charges, in units of e: 0.8276, 0.1672, -0.4728, 0.0724, -0.0618, -0.0742, -0.1166, -0.4598, 0.0512, -0.0660, -0.0434, -0.0884, 0.1162, -0.2876, 0.6506, -0.2997, -0.0524, -0.7397, 0.6527, -0.2239, -0.0146, -0.0520, -0.0682, -0.0334, -0.2259, 0.0953, 0.1070, 0.1027, 0.1197, -0.2390, 0.1750, -0.1679, -0.1241, -0.1053, -0.2505, -0.1114, -0.0866, -0.1873, -0.1192, 0.1420, 0.0743, 0.0820, 0.0799, 0.1258, 0.1273, -0.0520, -0.4983, -0.0347, -0.0548, -0.4159, -0.0276, -0.0840, -0.1372, -0.2322, -0.0400, -0.1041, -0.6666, 0.6322, -0.1002, -0.0552, -0.0379, -0.0828, -0.1509, -0.0049, -0.1590, 0.1337, 0.0881, 0.0845, 0.0843, 0.0916, 0.0828, 0.0645, 0.0859, 0.0679, 0.0871, 0.0879, 0.1107, 0.1288, 0.0816, 0.0903, 0.1195, 0.1014, 0.1051, 0.1028, 0.1423, 0.1281, 0.1180, 0.1219